The following is a DFT calculation (wB97M-V/def2-TZVPD) of an isolated molecule of C3H2NP.

Properties
Relative energy (zero: lowest compared OMol25 entry of this formula, charge and spin) (eV): 2.9678
Multiplicity: 1
Electronic energy (Eh): -511.4190
E_HOMO (alpha / beta) (eV): -9.41 / -9.41
SMILES: N#CC#CP

```
7
Properties=species:S:1:pos:R:3:mulliken_charge:R:1
N 3.257 -0.695 -0.539 -0.32
C 2.276 -0.389 0.000 0.40
C 1.096 0.027 0.488 -0.24
C -0.362 -0.300 0.329 0.12
P -1.816 0.536 0.503 -0.14
H -1.610 1.195 -0.787 0.09
H -2.841 -0.374 0.006 0.09
```